(1)
{
  "formula": "C6H8N2P2",
  "method": "ωB97M-V/def2-TZVPD",
  "species": ["H", "P", "N", "P", "N", "C", "C", "C", "C", "C", "C", "H", "H", "H", "H", "H", "H", "H"],
  "positions_angstrom": [[-4.14535, 3.52400, 1.63491], [-3.55821, 2.77182, 2.65769], [-2.71697, 1.90574, 1.57158], [-1.23960, 1.05824, 1.55089], [-0.96717, 0.46914, 0.06641], [0.10776, -0.20177, -0.40432], [-0.01515, -0.59187, -1.77173], [0.93089, -1.45765, -2.27054], [2.11944, -1.65781, -1.62295], [2.36713, -1.13933, -0.33090], [1.29271, -0.55545, 0.28056], [-1.12815, -0.08889, 2.43542], [-0.54970, 2.08525, 2.31212], [-0.93890, -0.30339, -2.27758], [0.74492, -1.86771, -3.22786], [2.82553, -2.26478, -2.14813], [3.21295, -1.34053, 0.26372], [1.65789, -0.34500, 1.28072]],
  "forces_ev_per_a": [[-0.7296, 0.4696, -0.0455], [1.7787, -1.8962, -1.8329], [0.1153, 0.4802, 1.3831], [-0.3718, -1.2127, -1.1517], [-1.5291, 2.6695, 3.1390], [0.6960, -0.5253, -1.0683], [-0.1979, -0.2377, 1.8056], [-0.4918, 1.2274, -0.1419], [1.3290, -0.3545, 0.7789], [-1.9469, -1.3560, -2.6359], [0.6285, 0.8696, 0.6148], [-0.3837, 0.9140, 0.0160], [0.2959, -0.6376, -0.7013], [0.3800, -0.2126, 0.0406], [0.1438, -0.4863, -0.9025], [0.6398, -0.2584, 0.0012], [1.1224, -0.2264, 0.1525], [-1.4786, 0.7734, 0.5485]],
  "smiles": "[H]/P=N/[PH2]=Nc1ccccc1",
  "e_above_lowest_ev": 1.306,
  "homo_ha": -0.263,
  "spin_multiplicity": 1,
  "e_tot_ha": -1025.5369,
  "lumo_energy_ev": -1.9
}

***

(2)
{
  "formula": "C6H8N2S",
  "method": "ωB97M-V/def2-TZVPD",
  "species": ["C", "C", "C", "C", "C", "C", "N", "N", "S", "H", "H", "H", "H", "H", "H", "H", "H"],
  "positions_angstrom": [[-2.98147, 0.05561, -0.24979], [0.87640, -0.23078, 0.62184], [2.03911, -0.12937, -0.03355], [-0.48690, -0.62211, 0.08130], [-1.73816, 0.13588, 0.35539], [2.21730, -0.16920, -1.47619], [-4.01392, -0.20575, -0.72554], [-1.80883, 0.97162, 1.43224], [3.53175, 0.23905, 0.92644], [0.90641, -0.14071, 1.66479], [-0.68861, -1.13714, -0.86792], [-0.75058, -1.49271, 0.77850], [3.13822, 0.18688, -1.95020], [1.43459, 0.55112, -1.84484], [1.99303, -1.03899, -1.96304], [-2.67791, 1.49946, 1.55879], [-0.99043, 1.52716, 1.69179]],
  "forces_ev_per_a": [[-0.3238, -1.8709, -1.3586], [-1.2700, -0.0965, -1.3318], [2.8744, 0.4827, 1.6523], [-1.5275, -2.4772, 0.9589], [-0.0642, 2.0776, 0.2857], [-0.9558, 3.3325, -1.4867], [0.3225, 0.5282, 0.1991], [0.4307, 1.4435, 1.4999], [-1.6996, -0.4338, -0.6678], [0.0239, 0.2065, 1.3790], [1.1542, 0.5727, -0.2331], [0.7259, 0.3971, -0.5254], [0.1054, -0.0262, 0.9251], [0.5688, -0.5395, -0.1171], [-0.6981, -2.7072, -0.8689], [0.6209, -0.4628, -0.1364], [-0.2877, -0.4268, -0.1741]],
  "e_above_lowest_ev": 3.833,
  "homo_ha": [-0.344, -0.268],
  "spin_multiplicity": 1,
  "e_tot_ha": -740.9843,
  "lumo_energy_ev": [-0.1, -2.2]
}

***

(3)
{
  "formula": "C6H8N3O",
  "method": "ωB97M-V/def2-TZVPD",
  "species": ["C", "N", "C", "C", "C", "C", "N", "C", "N", "O", "H", "H", "H", "H", "H", "H", "H", "H"],
  "positions_angstrom": [[-0.39279, -1.19287, -1.21387], [0.48424, -0.33442, -0.78730], [1.78240, -0.38264, -1.19253], [2.37310, 0.79771, -0.93961], [1.45223, 1.56062, -0.06769], [0.30129, 0.85509, 0.05700], [-0.82153, 1.22934, 0.81010], [-1.58249, 0.36127, 1.58003], [-1.63128, -0.87096, 1.19004], [-2.51944, -1.61578, 1.95806], [-1.45708, -1.11241, -1.12204], [-0.02280, -1.88747, -1.93159], [2.04908, -1.14506, -1.87071], [3.34100, 1.02281, -1.31977], [1.72513, 2.46936, 0.41835], [-1.01220, 2.25150, 0.94888], [-2.38073, 0.64822, 2.23195], [-2.06356, -2.20590, 2.66745]],
  "forces_ev_per_a": [[0.3808, 1.4200, -0.3596], [-3.5338, -0.6040, 1.5098], [1.9943, 1.3847, -1.2617], [-1.0102, -0.8978, 0.6684], [0.1694, -1.1555, -0.6861], [0.5681, 1.2925, 0.3780], [-0.4113, 0.9369, 0.2591], [-0.6243, -2.0912, -2.3210], [1.3303, 0.4479, 1.0285], [-0.1323, -1.3445, 1.8906], [-0.1373, 0.2656, 0.6704], [0.3574, -0.8334, -0.1254], [0.4807, -0.7350, -0.3798], [0.4960, 0.5075, 0.1441], [-0.1703, 0.4099, 0.2524], [0.6070, -1.6019, -0.3906], [0.1593, 0.9791, 0.7945], [-0.5238, 1.6190, -2.0717]],
  "smiles": "C=[N+]1C=CC=C1N/C=N/O",
  "total_charge": 1,
  "e_above_lowest_ev": 4.757,
  "homo_ha": -0.469,
  "spin_multiplicity": 1,
  "e_tot_ha": -472.5398,
  "lumo_energy_ev": -5.8
}

***

(4)
{
  "formula": "C6H8N3OS",
  "method": "ωB97M-V/def2-TZVPD",
  "species": ["H", "N", "C", "S", "C", "C", "N", "C", "N", "C", "C", "O", "H", "H", "H", "H", "H", "H", "H"],
  "positions_angstrom": [[0.78075, -0.75431, -2.80733], [0.33770, -0.34752, -2.06327], [0.88320, -0.19899, -0.98687], [2.43964, -0.55822, -0.45231], [2.26491, 0.31080, 1.22319], [0.72876, 0.29225, 1.43646], [0.01880, 0.27541, 0.12716], [-0.49759, 1.55803, -0.13492], [-0.90332, 2.61025, -0.18493], [-1.34434, -0.73581, 0.17447], [-2.15250, -0.64626, -0.97802], [-1.45316, -1.28165, 1.20307], [2.59050, 1.37290, 1.32456], [2.69386, -0.36214, 1.95244], [0.45062, -0.66019, 1.94011], [0.34224, 1.22363, 2.03009], [-3.14280, -0.19099, -0.69484], [-1.52587, -0.30128, -1.78455], [-2.51140, -1.60591, -1.32449]],
  "forces_ev_per_a": [[1.7679, -0.9686, -2.2363], [-2.2099, 0.8605, 0.0646], [0.6700, -0.1383, 0.8502], [1.6795, 0.6049, 1.6785], [-1.4537, 0.2959, -0.8708], [-0.1080, 0.4164, 1.8302], [-0.8999, 1.6723, -0.0950], [1.1415, -2.4477, 0.2832], [-0.8907, 2.0985, -0.3197], [-0.1462, -1.2895, 2.9524], [-2.0224, 0.1528, -1.4219], [0.3213, 0.1903, -0.5253], [0.4533, -1.0907, -0.6392], [0.3825, 0.2066, 0.1181], [-0.0111, 0.8591, -0.2341], [0.7546, -1.9764, -0.9905], [1.1526, 0.3808, -0.4210], [-0.8615, 0.9514, -0.3862], [0.2802, -0.7783, 0.3630]],
  "smiles": "[H]/N=C1\\SCC[N@+]1(C#N)C(C)=O",
  "total_charge": 1,
  "e_above_lowest_ev": 2.422,
  "homo_ha": -0.527,
  "spin_multiplicity": 1,
  "e_tot_ha": -870.7626,
  "lumo_energy_ev": -4.1
}

***

(5)
{
  "formula": "C6H8N4",
  "method": "ωB97M-V/def2-TZVPD",
  "species": ["C", "N", "N", "C", "C", "N", "C", "C", "N", "C", "H", "H", "H", "H", "H", "H", "H", "H"],
  "positions_angstrom": [[-2.20994, 0.75180, 0.37864], [-1.60287, -0.37181, -0.26921], [-1.71506, -1.58305, 0.17752], [-0.64701, -2.27982, 0.20256], [0.47908, -1.41995, -0.08666], [1.67231, -1.61187, 0.27708], [2.48744, -0.46346, -0.03953], [1.75659, 0.81666, 0.29648], [0.56477, 0.98788, 0.01149], [0.03500, -0.12726, -0.64687], [-1.73356, 0.82646, 1.36538], [-2.07746, 1.67984, -0.16578], [-3.36702, 0.66436, 0.58961], [-0.53295, -3.19738, 0.60419], [2.53505, -0.39158, -1.08903], [3.40019, -0.31059, 0.57138], [2.24213, 1.64833, 0.69871], [-0.03148, 0.01339, -1.76929]],
  "forces_ev_per_a": [[-2.3467, -0.2467, 1.7680], [2.9825, 1.7152, -2.6343], [-2.0851, -1.1969, 1.3420], [0.5570, 3.2643, -1.1313], [0.8328, -0.5388, -0.4531], [0.7143, -0.4785, 0.2516], [0.0064, 1.5500, 2.3673], [0.7510, -0.6940, -0.4404], [-1.7692, 0.9339, -0.2715], [-4.8243, -0.7892, -0.5388], [-0.2110, 0.5397, 0.0146], [0.2919, -0.1739, -0.2205], [2.2426, -0.3552, -0.6974], [-0.1541, -2.9500, 1.0484], [1.2571, -0.1152, -1.5303], [0.0371, -1.2121, -0.9922], [1.1682, 1.0804, 0.9213], [0.5493, -0.3330, 1.1966]],
  "smiles": "CN1N=CC2=NCC=N[C@@H]21",
  "e_above_lowest_ev": 3.642,
  "homo_ha": -0.303,
  "spin_multiplicity": 1,
  "e_tot_ha": -452.3278,
  "lumo_energy_ev": 0.6
}

***

(6)
{
  "formula": "C6H8N4",
  "method": "ωB97M-V/def2-TZVPD",
  "species": ["N", "C", "C", "C", "N", "C", "C", "C", "N", "N", "H", "H", "H", "H", "H", "H", "H", "H"],
  "positions_angstrom": [[1.57545, 2.50086, 0.90906], [1.07941, 1.50681, 0.57189], [0.46173, 0.23780, 0.13739], [1.06619, -0.26797, -1.18520], [-0.08720, -0.95651, -1.72781], [-1.21884, -0.10794, -1.54594], [-1.04144, 0.35059, -0.06424], [-1.53112, -0.74323, 0.94599], [-0.36567, -1.29293, 1.59573], [0.70070, -0.79212, 1.21344], [1.84739, -1.00326, -0.99271], [1.42505, 0.62407, -1.73756], [0.08557, -1.22551, -2.71427], [-2.14397, -0.67491, -1.72206], [-1.21451, 0.77544, -2.19436], [-1.45322, 1.35289, 0.08805], [-2.16995, -0.34887, 1.76574], [-2.03491, -1.57124, 0.41481]],
  "forces_ev_per_a": [[-0.7507, -1.3420, -0.5022], [0.7670, 0.9574, 0.4950], [0.9655, 0.8709, 0.5603], [-0.3064, 0.0926, 0.5044], [0.9790, -0.8161, -1.6574], [-0.7505, 0.4694, 0.5490], [-0.7301, -1.0245, -0.4544], [-0.8874, 0.7747, -0.2902], [1.4882, 0.2012, -0.2306], [-1.0047, -0.3179, 0.2346], [0.2862, 0.3690, -0.0693], [-0.0544, -0.5253, -0.1181], [-0.3669, 0.1519, 0.9518], [0.1287, 0.2944, 0.1218], [-0.0558, 0.1091, -0.0841], [0.1198, -0.3419, 0.2336], [0.1345, -0.2872, -0.6601], [0.0380, 0.3644, 0.4159]],
  "smiles": "N#C[C@]12CNC[C@H]1CN=N2",
  "e_above_lowest_ev": 1.725,
  "homo_ha": -0.357,
  "spin_multiplicity": 1,
  "e_tot_ha": -452.3983,
  "lumo_energy_ev": 0.6
}